Molecular formula: C5H14
Method: DFT, ωB97M-V/def2-TZVPD

Its SMILES is CCC.CC. The calculation puts the relative energy (zero: lowest compared OMol25 entry of this formula, charge and spin) at 122.1 kJ/mol. The gap between HOMO and LUMO comes out at 12.15 eV. Its total charge is 0. Its largest force on an atom is 3.7 eV/Å.

The geometry in XYZ format:
```
19
Properties=species:S:1:pos:R:3:forces:R:3
C 0.422 -1.109 -0.070 2.9132 -1.3306 0.6501
C 0.611 -2.632 0.099 -0.9120 -1.6317 -3.2036
C 1.200 -0.470 1.101 -0.7394 1.2863 0.5300
H 0.727 -0.723 -1.067 0.5457 -0.5840 0.6089
H -0.583 -0.861 -0.083 -2.0768 0.3812 0.6092
H 0.281 -3.135 0.984 -1.4811 0.4020 0.7505
H 1.595 -3.043 0.185 1.4663 0.7755 -0.5557
H 2.211 -0.810 1.250 0.2287 -1.1653 -0.0924
H 1.475 0.578 0.903 -0.9522 0.1418 0.2731
H 0.211 -3.237 -0.835 0.3583 1.1611 1.8874
H 0.636 -0.589 2.088 0.7776 0.3536 -1.3431
C -0.807 2.415 -0.049 0.7914 1.6966 0.5712
C -1.390 1.462 -1.092 0.2885 1.2454 -1.3473
H -1.309 3.417 -0.024 0.4174 -0.6373 -0.7952
H -0.874 2.254 1.005 -0.3317 -1.4172 0.7461
H 0.292 2.601 -0.141 -0.8559 -0.0817 -0.5130
H -2.255 0.884 -0.806 0.0076 -0.4132 0.5301
H -0.619 0.823 -1.606 -0.9518 0.7013 0.6348
H -1.824 2.174 -1.841 0.5061 -0.8837 0.0590
```
Forces are in eV/Å.